{
  "formula": "C39H44GaNO22PS",
  "method": "wB97M-V/def2-TZVPD",
  "species": ["C", "O", "C", "Ga", "C", "C", "C", "S", "C", "C", "C", "C", "O", "P", "N", "H", "H", "H", "H", "H", "H", "H", "H", "H", "H", "H", "H", "H", "H", "H", "H", "H", "H", "H", "H", "H", "H", "H", "H", "C", "C", "C", "O", "C", "C", "C", "O", "O", "O", "H", "H", "H", "H", "C", "C", "C", "O", "C", "C", "C", "O", "O", "O", "H", "H", "H", "H", "C", "C", "C", "O", "C", "C", "C", "O", "O", "O", "H", "H", "H", "H", "C", "C", "C", "O", "C", "C", "C", "O", "O", "O", "H", "H", "H", "H", "C", "C", "C", "O", "C", "C", "C", "O", "O", "O", "H", "H", "H", "H"],
  "coordinates": [[-0.840, -3.718, 1.955], [-2.194, -3.544, 2.267], [-3.024, -3.461, 1.096], [-2.697, -1.823, -0.117], [-2.630, -0.169, 1.050], [-4.031, 0.090, 1.647], [-4.059, 0.600, 3.089], [-3.603, -0.613, 4.366], [-1.065, -2.131, -1.292], [-1.208, -3.440, -2.089], [-0.135, -3.630, -3.184], [-0.681, -3.454, -4.604], [-1.241, -4.655, -5.136], [-4.591, -1.551, -1.534], [-4.493, -0.272, -2.508], [-0.264, -2.825, 2.231], [-0.442, -4.565, 2.526], [-0.683, -3.924, 0.893], [-2.943, -4.394, 0.515], [-4.051, -3.414, 1.478], [-2.334, 0.713, 0.476], [-1.935, -0.296, 1.888], [-4.589, 0.793, 1.021], [-4.613, -0.843, 1.618], [-3.359, 1.430, 3.211], [-5.060, 0.972, 3.327], [-4.093, -1.715, 3.784], [-0.167, -2.178, -0.667], [-0.955, -1.305, -2.003], [-1.226, -4.292, -1.402], [-2.193, -3.438, -2.574], [0.689, -2.926, -3.033], [0.266, -4.653, -3.126], [0.107, -3.099, -5.278], [-1.492, -2.721, -4.582], [-0.925, -5.390, -4.611], [-4.843, -2.743, -2.264], [-5.769, -1.483, -0.746], [-3.595, 0.163, -2.337], [2.907, -0.817, -0.975], [4.214, -0.735, -1.245], [4.837, 0.472, -1.902], [6.043, 0.440, -2.085], [3.985, 1.580, -2.281], [2.674, 1.502, -2.017], [2.052, 0.299, -1.327], [0.858, 0.345, -1.113], [1.790, 2.436, -2.336], [5.088, -1.699, -0.962], [2.457, -1.674, -0.494], [4.439, 2.427, -2.775], [0.926, 2.078, -2.021], [5.954, -1.364, -1.266], [0.500, 3.591, -6.823], [-0.365, 4.542, -7.194], [-0.605, 5.774, -6.360], [-1.410, 6.583, -6.790], [0.115, 5.917, -5.117], [0.975, 4.963, -4.730], [1.231, 3.733, -5.576], [2.028, 2.909, -5.174], [1.635, 5.039, -3.581], [-1.084, 4.496, -8.308], [0.674, 2.702, -7.412], [-0.083, 6.793, -4.516], [2.168, 4.225, -3.487], [-1.621, 5.312, -8.310], [4.723, -4.664, 5.355], [3.994, -3.688, 4.788], [4.235, -3.235, 3.365], [3.518, -2.351, 2.940], [5.298, -3.863, 2.602], [6.020, -4.833, 3.175], [5.768, -5.301, 4.588], [6.480, -6.202, 5.001], [7.014, -5.472, 2.568], [3.019, -3.049, 5.408], [4.558, -4.999, 6.369], [5.472, -3.520, 1.591], [7.343, -6.121, 3.220], [2.644, -2.389, 4.780], [0.705, 1.758, 7.821], [1.847, 1.763, 8.518], [3.036, 0.920, 8.130], [4.030, 1.020, 8.829], [2.929, 0.056, 6.976], [1.783, 0.040, 6.278], [0.596, 0.907, 6.648], [-0.385, 0.864, 5.934], [1.599, -0.729, 5.216], [2.049, 2.504, 9.602], [-0.146, 2.366, 8.089], [3.779, -0.558, 6.718], [0.679, -0.573, 4.906], [2.962, 2.308, 9.887], [-4.351, 3.508, -1.505], [-5.200, 4.445, -1.941], [-4.971, 5.218, -3.218], [-5.814, 6.045, -3.524], [-3.779, 4.944, -3.996], [-2.938, 3.997, -3.562], [-3.168, 3.221, -2.290], [-2.305, 2.417, -1.993], [-1.821, 3.637, -4.175], [-6.315, 4.790, -1.301], [-4.504, 2.952, -0.593], [-3.616, 5.508, -4.905], [-1.459, 2.908, -3.626], [-6.730, 5.482, -1.849]],
  "total_charge": -1,
  "multiplicity": 1
}

=====

{
  "formula": "C22H12ClCo2NO10S",
  "method": "wB97M-V/def2-TZVPD",
  "species": ["O", "N", "O", "C", "C", "C", "C", "S", "C", "Cl", "O", "O", "C", "C", "H", "H", "H", "H", "H", "O", "C", "Co", "C", "O", "C", "O", "C", "C", "C", "C", "C", "C", "C", "C", "C", "Co", "C", "O", "C", "O", "C", "O", "H", "H", "H", "H", "H", "H", "H"],
  "coordinates": [[2.253, -7.968, 4.287], [1.772, -7.851, 3.136], [1.554, -8.831, 2.388], [1.426, -6.549, 2.675], [0.748, -6.404, 1.451], [0.065, -5.219, 1.165], [0.083, -4.148, 2.077], [-1.160, -2.788, 1.874], [-0.615, -1.145, 1.391], [-1.763, 0.002, 1.855], [-2.003, -3.284, 0.803], [-1.683, -2.647, 3.220], [0.819, -4.269, 3.272], [1.516, -5.447, 3.549], [0.707, -7.247, 0.771], [-0.514, -5.166, 0.244], [-0.197, -1.025, 0.395], [0.826, -3.465, 4.008], [2.073, -5.567, 4.475], [3.025, 5.480, -1.360], [2.538, 4.692, -2.047], [1.777, 3.518, -3.104], [0.349, 4.563, -3.161], [-0.527, 5.316, -3.140], [2.898, 3.862, -4.419], [3.613, 4.109, -5.292], [1.737, 2.038, -1.728], [0.642, 1.696, -0.957], [0.136, 1.699, 0.299], [-0.956, 2.642, 0.514], [-0.860, 3.724, 1.414], [-1.909, 4.632, 1.544], [-3.067, 4.496, 0.765], [-3.153, 3.448, -0.163], [-2.119, 2.535, -0.280], [0.400, 1.419, -2.727], [0.862, 1.934, -4.442], [0.898, 1.821, -5.601], [-0.023, -0.301, -2.774], [-0.291, -1.426, -2.774], [-1.192, 2.081, -3.150], [-2.211, 2.440, -3.572], [2.759, 1.828, -1.411], [0.682, 1.271, 1.136], [0.058, 3.823, 2.004], [-1.830, 5.453, 2.260], [-3.878, 5.215, 0.862], [-4.046, 3.332, -0.782], [-2.218, 1.676, -0.950]],
  "total_charge": -2,
  "de_lowest_kcal_mol": 42.42,
  "multiplicity": 1
}

=====

Computed LUMO energy (eV) in order:
-0.0850, 2.7576
Computed HOMO level (hartree) in order:
-0.17252, -0.03495